{
  "formula": "C22H25Cl3IrN4O4P",
  "method": "ωB97M-V/def2-TZVPD",
  "elements": ["Ir", "C", "N", "C", "C", "C", "C", "C", "N", "C", "C", "C", "C", "C", "C", "H", "H", "H", "H", "H", "H", "H", "H", "H", "H", "H", "Cl", "C", "Cl", "Cl", "C", "O", "O", "C", "P", "C", "C", "H", "H", "H", "H", "H", "H", "H", "H", "H", "C", "N", "C", "C", "C", "O", "N", "C", "O", "H", "H", "H", "H", "H"],
  "xyz": [[-0.15093, 0.20914, -0.28351], [-1.38594, 0.71868, 2.89983], [-0.57035, 1.26956, 1.82274], [0.32807, 2.15139, 2.06546], [1.10315, 2.67732, 0.98860], [2.07033, 3.72733, 0.97350], [2.44377, 3.86595, -0.33088], [1.69570, 2.88247, -1.08058], [0.91109, 2.18885, -0.28813], [-1.08074, -0.72738, 3.24584], [-1.28367, -1.72868, 2.30316], [-0.95530, -3.04251, 2.58432], [-0.45856, -3.37149, 3.83587], [-0.29763, -2.38691, 4.79839], [-0.59357, -1.06610, 4.49949], [-2.42581, 0.76065, 2.56250], [-1.28453, 1.33928, 3.79631], [0.48580, 2.54764, 3.06972], [2.41314, 4.29320, 1.82456], [3.16186, 4.56035, -0.73515], [1.71314, 2.69875, -2.14731], [-1.71061, -1.47903, 1.33236], [-1.07241, -3.79952, 1.82031], [-0.18890, -4.39469, 4.06252], [0.08052, -2.64403, 5.77930], [-0.44121, -0.29603, 5.24706], [4.08354, -2.19169, 2.64381], [3.84880, -0.58421, 1.93617], [3.25083, 0.51591, 3.19057], [5.39542, 0.02415, 1.34662], [2.81023, -0.74480, 0.69732], [3.31780, -1.09302, -0.34986], [1.61948, -0.47638, 1.00873], [-2.63648, 1.17745, -2.70542], [-2.46559, 0.84588, -0.92127], [-4.00872, -0.08611, -0.57836], [-2.86163, 2.48742, -0.21223], [-3.50714, 1.80972, -2.88818], [-2.75038, 0.23377, -3.23959], [-1.73299, 1.66996, -3.06694], [-4.86228, 0.43510, -1.01456], [-4.16014, -0.18626, 0.49697], [-3.93472, -1.08375, -1.01026], [-3.77237, 2.88897, -0.65787], [-2.02351, 3.15323, -0.42025], [-2.98539, 2.41023, 0.86821], [1.39044, -3.54456, -3.08671], [1.07694, -2.15797, -3.39245], [1.38174, -1.56171, -4.58577], [1.17701, -0.25176, -4.79559], [0.65023, 0.59085, -3.72275], [0.45694, 1.80085, -3.84689], [0.37247, -0.07089, -2.55515], [0.54905, -1.38275, -2.38750], [0.20520, -1.90387, -1.29939], [1.78768, -4.03168, -3.97378], [0.49537, -4.06359, -2.74859], [2.12775, -3.58561, -2.28470], [1.78547, -2.21136, -5.35055], [1.41252, 0.21428, -5.74010]],
  "mulliken_charge": [2.00, -1.50, 0.38, -0.13, 0.23, -1.07, -0.66, -0.46, 0.18, 0.78, 0.31, -0.86, -0.46, -0.68, -0.43, 0.26, 0.52, 0.35, 0.49, 0.47, 0.42, 0.08, 0.44, 0.39, 0.38, 0.35, -0.17, 0.71, -0.16, -0.15, 0.07, -0.62, -0.78, -1.30, 1.09, -1.48, -1.44, 0.53, 0.34, 0.21, 0.44, 0.36, 0.38, 0.51, 0.29, 0.31, -0.95, 0.18, 0.02, -1.23, 0.62, -0.77, 0.02, 0.32, -0.80, 0.33, 0.29, 0.28, 0.32, 0.43],
  "lumo_ev": [-0.138, -2.863],
  "multiplicity": 5,
  "homo_lumo_gap_ev": [6.61, 5.51],
  "homo_energy_ev": [-6.7, -8.4]
}